# C4H9NO

2 unconnected molecules or ions with the total composition C4H9NO (ωB97M-V/def2-TZVPD, the Open Molecules 2025 dataset).

Properties
**Multiplicity**: 1
**Orbital gap**: 12.06 eV
**Largest force on an atom**: 1.3 eV/A
**E_HOMO**: -11.61 eV
**Energy above the lowest of the compared OMol25 structures with the same formula, charge and spin**: 28.1 kcal/mol

Geometry (Å):
C1 0.00000 0.00000 0.00000
N1 2.68069 -1.91900 1.59180
H1 0.68335 0.20946 0.84011
H2 1.62368 -2.06520 -1.25955
H3 2.95929 -5.27991 -1.48070
C2 2.00134 -2.17849 0.71398
H4 -0.83033 -1.78524 -0.99835
O1 3.25763 -5.42586 -2.40695
H5 -0.97234 0.47641 0.21023
H6 0.88166 -3.44616 -0.40025
C3 -0.20096 -1.51883 -0.12752
C4 1.07854 -2.35838 -0.34177
H7 0.42067 0.44821 -0.91583
H8 -0.69764 -1.91305 0.77988
H9 2.42865 -5.58661 -2.91213